Here is a molecular structure, C13H25KN6O8 from OMol25. Energies are from the ωB97M-V functional and the def2-TZVPD basis.

```
53
Properties=species:S:1:pos:R:3:lowdin_charge:R:1
H 0.8304 -2.5111 -4.3995 0.070
H -1.6435 -0.2118 3.2948 0.041
N 0.0133 -2.6362 -2.4537 -0.150
H -1.6156 -3.8419 -1.9916 0.085
N 2.0411 -1.4643 -2.4050 -0.132
O 0.2358 -0.6812 -1.2709 -0.035
H 3.6525 -2.7438 -2.0665 0.086
H -0.5808 4.6146 3.0650 0.101
H 2.1712 0.5353 -1.7490 0.063
C -1.0197 3.8136 2.4709 -0.137
O -1.6167 2.9256 4.5809 -0.072
H -2.0096 4.1639 2.1636 0.110
H -0.4628 -1.9488 4.4072 0.111
O 1.7879 1.2147 2.3530 -0.158
N -0.2204 3.6102 1.2573 -0.134
K 0.5514 -0.3502 1.1752 0.919
O -1.1653 1.4750 2.9089 -0.085
C 2.8153 -0.2721 -2.0807 -0.037
C 0.7345 -1.5359 -1.9941 -0.478
C -0.2073 -2.6102 2.5336 -0.815
C 1.2241 3.4054 1.5429 -0.091
N -3.1742 -1.0463 0.5714 0.053
H 3.3908 0.0366 -2.9598 0.084
C -1.2670 -2.8290 -1.7705 -0.059
H -1.1428 -2.7196 -0.6930 0.056
H 3.5085 -0.4731 -1.2595 0.095
O -0.6127 -2.3418 1.3607 -0.235
O 0.8418 -3.2028 2.8665 -0.061
H -2.7026 -1.2162 4.0355 0.075
O -1.0548 2.0240 -2.0246 -0.091
H -2.5643 -1.2469 1.4054 0.037
H 1.3918 3.6719 2.5862 0.112
N -2.0177 -1.1779 3.2915 -0.006
H -0.7372 3.9355 -1.3877 0.109
H -0.6068 1.6496 0.6396 0.055
C -0.0960 -2.7843 -3.8994 -0.077
C 1.7780 1.9719 1.3538 -0.730
C -0.8302 2.6623 0.3217 -0.192
C -3.8741 -0.9313 -0.3447 -0.137
H 2.2046 -3.5268 -2.7158 0.082
H 0.6696 2.8648 -1.2105 0.098
C 2.8176 -2.6320 -2.7645 -0.073
N -1.0311 -2.1565 3.5997 -0.032
H -0.9004 -2.1507 -4.2969 0.091
H -0.7714 1.1253 -1.8034 0.043
H -2.0202 -2.1110 -2.1139 0.068
H -1.9155 2.7512 0.3821 0.130
H -0.3294 -3.8226 -4.1491 0.081
C -0.4158 2.9274 -1.1143 -0.238
H 3.2359 -2.5355 -3.7729 0.079
C -1.2740 2.6258 3.4195 -0.672
O 2.1596 1.6381 0.1911 -0.110
H 1.8241 4.0691 0.9135 0.101
```

Properties
energy above the lowest of the compared OMol25 structures with the same formula, charge and spin: 41.55 kcal/mol
total charge: -2
HOMO-LUMO gap: 5.95 eV
largest force on an atom: 0.0304 hartree/bohr

***

Here is 2 unconnected molecules or ions with the total composition C4H8O from OMol25. Energies are from the ωB97M-V functional and the def2-TZVPD basis.

```
13
Properties=species:S:1:pos:R:3:lowdin_charge:R:1
C 1.8090 0.4483 -1.5716 -0.069
H 0.2769 -1.7998 0.7501 0.059
H 0.9574 0.7224 0.3957 0.037
C 0.8957 0.8138 -0.6751 -0.100
H 1.4396 0.4264 -2.5938 0.042
C -0.6875 -1.3359 0.5996 -0.012
H -1.2805 -1.7701 -0.1993 0.067
O -1.7382 0.7516 0.7169 -0.033
H 2.8041 0.0442 -1.4270 0.042
C -1.0696 -0.2875 1.3408 -0.294
H -0.8987 -0.1773 2.4025 0.108
H -0.0735 1.0973 -1.0588 0.049
H -2.4348 1.0664 1.3201 0.104
```

Properties
energy above the lowest of the compared OMol25 structures with the same formula, charge and spin: 67.18 kcal/mol
SMILES string: C=CO.C=C
HOMO-LUMO gap: 9.44 eV
largest force on an atom: 0.0355 hartree/bohr

***

Here is a molecular structure, C21H21BrN7O11SeZr from OMol25. Energies are from the ωB97M-V functional and the def2-TZVPD basis.

```
63
Properties=species:S:1:pos:R:3:lowdin_charge:R:1
H 3.3071 0.9752 -1.1780 0.135
H 4.1479 3.0279 -0.5085 0.102
H -1.1898 -1.3527 -1.6238 0.049
O -0.1504 -1.3089 2.8745 -0.211
N -3.1426 -1.2997 -1.7457 0.001
C 2.2012 -3.8625 0.4953 -0.134
O -0.1075 2.3895 -0.1921 -0.097
O -1.1603 2.3296 2.5102 -0.542
H -1.1967 -1.7667 4.5741 0.086
O -4.6965 0.1159 1.7087 0.119
C 2.0234 3.0197 2.7159 0.013
C 1.8295 -4.6098 -1.7396 -0.026
N -4.6844 0.2635 -1.0143 0.207
C 3.5489 3.0297 0.3946 -0.095
O -2.6388 0.0246 2.3776 -0.090
H -2.0602 3.1317 -2.1915 0.095
O -1.0291 0.6865 -1.1728 -0.143
H -0.9367 -3.1418 3.4682 0.072
C 1.4775 -0.5579 -2.7621 -0.029
H 1.2177 -1.2260 -4.8001 0.099
H 3.0429 4.8348 3.2073 0.098
C 1.8498 1.9891 1.7842 -0.339
O -2.6305 1.9699 0.5351 -0.556
C 1.8254 -2.2823 -1.1068 -0.162
Br 4.9614 5.4251 1.0283 0.670
N -3.5382 -0.1293 1.5164 -0.419
C 2.0691 -4.9207 -0.4365 -0.056
H 1.3432 0.4882 -3.0082 0.111
C 2.6195 2.0124 0.6047 -0.139
H 0.4192 -2.5020 4.4352 0.081
O -1.9888 4.5459 1.0859 -0.449
C 1.4823 -2.8613 -3.4664 -0.053
C -1.0371 2.7866 -2.3557 0.031
C 2.5214 0.9618 -0.4101 -0.061
H -4.9443 0.9016 -0.2777 0.099
H 1.7265 -5.3814 -2.4938 0.111
C -0.5650 -1.5809 1.5459 -0.471
C -3.6364 -0.5365 -0.7618 -0.400
H 2.4029 -4.0883 1.5378 0.108
Zr -0.8193 0.7391 1.1337 1.905
H -4.8065 0.5829 -1.9597 0.114
N 2.0939 -2.6028 0.1858 0.144
C -0.6945 1.9131 -1.1954 -0.690
O -3.7674 3.1984 2.6866 -0.453
O -1.0324 -2.6773 1.3154 -0.056
C 1.6731 -0.9057 -1.4506 -0.218
H -1.9325 -2.4669 -0.7044 0.058
N 1.6323 0.0530 -0.4271 0.104
Se -2.4550 3.1486 1.7468 0.854
C 3.6956 4.0335 1.3261 -0.696
H -3.4310 -1.1151 -2.6900 0.139
H -0.3886 3.6584 -2.3809 0.091
H 1.3885 -3.6252 -4.2281 0.105
O 1.0163 0.9978 2.0275 -0.240
H 2.1611 -5.9462 -0.1053 0.096
N -1.9461 -2.0367 -1.6321 0.078
N -3.0142 -0.6893 0.4069 0.099
C -0.4906 -2.2423 3.8908 -0.092
H 1.4026 3.0099 3.6007 0.122
C 1.7063 -3.2529 -2.1212 -0.161
C 2.9300 4.0357 2.4868 -0.117
H -0.9912 2.2274 -3.2894 0.079
C 1.3866 -1.5378 -3.7772 -0.081
```

Properties
energy above the lowest of the compared OMol25 structures with the same formula, charge and spin: 99.48 kcal/mol
total charge: -1
HOMO-LUMO gap: 7.64 eV
largest force on an atom: 0.0202 hartree/bohr

***

Which of these has the highest largest force on an atom?
C4H8O